(1)
C27H48Cl2CoN4O4PSi4Te | ωB97M-V with the def2-TZVPD basis set

For the total energy, the calculation gives -5648.1494 hartree. The calculation puts the HOMO energy (alpha / beta) at -9.14 / -9.15 eV.

Structure (ORCA input):
```
! RIJCOSX wB97M-V def2-TZVPD def2/J DEFGRID3
* xyz 1 2
H -4.67 -2.25 -0.46
H 4.79 -2.03 -0.42
H -0.35 4.10 -1.45
H 2.58 2.01 5.20
H -3.52 3.08 1.18
C 1.19 -3.89 2.26
H 1.90 2.04 -1.58
C -3.89 0.30 -4.12
H 1.45 -3.12 -5.22
C 2.51 4.74 1.32
H -0.33 5.38 -0.23
C 1.84 2.43 4.51
C 1.53 -2.26 0.53
C -2.95 3.96 1.46
C -0.81 5.03 3.43
C -5.24 0.62 -4.15
H 3.19 3.25 -1.47
H -6.22 -1.05 -1.39
Si 1.42 3.67 0.24
O -1.30 -4.16 -4.22
H -5.63 1.25 -4.93
H 3.72 -0.40 -1.97
H 3.12 1.92 -0.29
H 2.82 0.13 1.42
N 1.41 -5.28 -1.74
C 3.14 -0.95 -1.25
Si -1.59 3.50 2.66
H -3.64 4.70 1.90
C 1.12 -5.21 -3.18
O -2.07 -0.88 -3.12
H -2.66 1.46 3.55
H 2.96 -4.93 2.93
H 1.24 -0.08 -1.88
H 2.28 3.33 4.07
H 3.02 5.50 0.72
Si 1.41 1.17 3.19
C 1.74 -0.76 -1.20
H -3.09 2.86 4.54
C -6.08 0.12 -3.17
C 2.91 -2.53 0.53
Co -0.93 -1.51 -0.51
C 3.72 -1.84 -0.40
C -3.35 -0.53 -3.14
O -2.72 -2.09 -0.55
C -3.82 -1.82 -1.01
N -0.72 -2.57 1.37
H -2.54 4.39 0.54
H -1.50 5.51 4.14
H 0.56 -1.16 3.33
H 1.92 5.26 2.09
H 2.04 -5.01 -3.73
H 1.63 -2.12 -3.77
H 0.68 -6.12 -3.58
O -0.24 -3.26 -2.02
C -4.21 -1.00 -2.13
C -2.27 2.38 4.00
H 0.48 -3.72 -1.50
C 3.01 0.58 2.40
H -0.54 5.77 2.68
C 2.51 2.62 -0.88
Cl -7.76 0.52 -3.19
H 3.27 4.14 1.83
H 2.34 -5.63 -1.56
C 0.90 -2.58 -4.43
H 4.48 -3.69 1.45
H 0.89 5.36 -1.50
H -1.33 -3.37 1.50
C 2.57 -4.18 2.26
H 0.10 4.76 3.99
H 3.70 1.41 2.26
N -0.04 -1.59 -4.94
H 0.99 -0.56 4.93
C 0.30 4.73 -0.84
H -0.78 -2.05 -5.46
C -5.57 -0.68 -2.17
H -0.94 -1.89 2.09
N 0.96 -1.40 -0.37
H 0.97 2.73 5.10
H -0.53 -0.05 4.19
C 0.52 -0.28 3.98
Te -1.33 0.97 -0.06
H 3.51 -0.17 3.02
C 0.67 -2.94 1.43
H -1.67 -0.85 -4.01
H 0.76 -5.90 -1.27
H -1.50 2.11 4.73
C 3.42 -3.50 1.43
Si 0.10 2.26 1.57
Cl -2.87 0.99 -5.33
P -0.05 -3.83 -3.53
H 0.53 -4.42 2.94
H 0.41 -0.93 -5.56
*
```


(2)
C32H58Cl8N6 | ωB97M-V with the def2-TZVPD basis set

Its structure (SMILES) is CCCC#N.CCCC#N.CCCC#N.CCCC#N.CCCC#N.CCCC#N.ClCCCl.ClCCCl.ClCCCl.ClCCCl. For the total energy, the calculation gives -5263.9927 hartree. The calculation puts the HOMO energy at -10.55 eV. The value obtained for the relative energy (zero: lowest compared OMol25 entry of this formula, charge and spin) is 407.4 kJ/mol.

Structure (ORCA input):
```
! RIJCOSX wB97M-V def2-TZVPD def2/J DEFGRID3
* xyz 0 1
H -8.20 23.21 -25.61
C -9.27 23.03 -25.66
H -6.96 6.57 -21.54
H -14.55 15.37 -25.22
H -12.29 12.84 -38.22
H -12.78 14.68 -28.40
N -15.94 13.38 -27.12
C -21.29 6.30 -32.09
C -9.82 22.77 -27.02
C -11.80 20.98 -35.05
C -15.61 22.38 -19.91
H -12.91 16.48 -28.90
H -7.53 9.07 -21.63
Cl -19.56 8.79 -21.04
H -6.23 6.01 -23.04
C -8.17 8.68 -22.42
N -10.20 7.58 -21.18
H -13.25 14.24 -25.71
C -4.50 13.87 -29.39
H -18.31 6.67 -31.70
H -4.70 14.15 -31.28
H -14.49 16.55 -27.36
H -14.28 11.15 -36.59
C -12.60 20.06 -37.92
C -18.10 21.08 -18.75
H -9.74 23.91 -25.21
H -21.81 14.49 -33.20
H -11.64 15.65 -27.82
Cl -9.52 21.66 -24.56
H -19.41 7.25 -23.66
Cl -21.38 6.19 -22.94
Cl -12.67 13.32 -35.80
H -3.42 13.98 -29.32
H -5.37 16.64 -29.57
C -19.28 7.05 -21.37
C -17.07 20.37 -19.78
H -13.05 19.32 -38.58
C -19.65 6.57 -22.84
H -22.44 16.39 -31.97
H -20.97 16.93 -31.41
H -18.61 20.24 -18.28
H -18.22 6.87 -21.19
H -13.19 16.99 -26.45
H -22.06 6.66 -32.76
H -5.02 16.63 -31.28
C -9.32 8.04 -21.76
H -9.47 23.50 -27.76
C -16.35 21.41 -20.70
H -13.91 13.42 -37.73
H -9.31 21.86 -27.32
H -7.76 7.48 -24.28
C -12.87 21.51 -35.88
C -13.59 20.50 -36.86
H -20.02 8.12 -32.07
N -15.07 23.22 -19.28
H -20.86 7.68 -30.57
H -17.04 21.98 -21.32
H -3.74 16.37 -30.21
C -21.03 15.02 -32.64
C -4.79 16.13 -30.34
Cl -14.44 11.05 -38.92
H -18.67 7.41 -30.11
Cl -11.63 22.59 -27.04
C -13.58 16.10 -26.96
H -16.31 19.92 -19.15
C -19.02 6.71 -30.87
H -4.62 12.79 -29.50
C -19.06 5.36 -30.23
H -19.79 6.38 -20.68
N -10.88 20.57 -34.47
H -18.78 21.81 -19.18
H -20.63 5.65 -32.66
H -17.57 21.61 -17.95
H -19.22 5.58 -22.95
H -20.82 14.34 -31.81
C -13.06 12.79 -37.46
C -14.05 14.90 -26.07
H -8.74 9.42 -22.98
H -14.35 21.11 -37.34
H -6.20 14.53 -30.34
C -7.35 7.76 -23.32
C -7.16 6.37 -22.59
N -5.66 14.44 -27.06
C -20.34 7.29 -31.44
Cl -21.13 17.63 -33.61
H -12.44 20.92 -38.57
H -7.98 5.73 -22.88
C -21.39 16.43 -32.28
H -15.67 20.92 -21.40
C -5.14 14.18 -28.06
C -13.55 11.34 -37.38
H -21.83 5.68 -31.38
H -11.59 19.74 -37.66
Cl -19.52 14.89 -33.67
H -6.44 8.31 -23.56
C -5.12 14.69 -30.44
N -19.08 4.34 -29.62
H -13.61 22.01 -35.25
H -17.55 19.58 -20.36
H -13.75 19.55 -36.35
H -12.73 10.69 -37.08
C -15.09 14.05 -26.68
H -12.48 22.35 -36.46
C -12.67 15.73 -28.14
*
```


(3)
C2H5N3O2S | ωB97M-V with the def2-TZVPD basis set

For the total energy, the calculation gives -792.0783 hartree. The calculation puts the HOMO energy at -9.46 eV. The value obtained for the relative energy (zero: lowest compared OMol25 entry of this formula, charge and spin) is 228.3 kJ/mol.

Structure (ORCA input):
```
! RIJCOSX wB97M-V def2-TZVPD def2/J DEFGRID3
* xyz 0 1
N 0.47 1.45 0.53
H 1.05 -1.52 -0.07
H -1.79 0.14 0.15
H 2.93 2.01 -0.37
H -0.58 1.82 0.64
N -0.89 -1.82 0.06
O 3.30 1.20 -0.57
S 3.02 -0.08 0.37
C -0.97 -0.54 0.13
O 3.73 -1.17 -0.16
N 1.42 -0.58 0.00
C 0.32 0.25 0.12
H -1.83 -2.26 0.13
*
```


(4)
C4H7NO2 | ωB97M-V with the def2-TZVPD basis set

For the total energy, the calculation gives -361.7439 hartree. The calculation puts the HOMO energy at -9.44 eV. The value obtained for the relative energy (zero: lowest compared OMol25 entry of this formula, charge and spin) is 359.6 kJ/mol.

Structure (ORCA input):
```
! RIJCOSX wB97M-V def2-TZVPD def2/J DEFGRID3
* xyz 0 1
H 0.00 -0.30 -1.73
H -0.76 -1.80 -0.97
H -2.10 -0.07 -0.28
H -0.34 -1.04 1.53
C 1.82 -0.13 0.00
N 1.03 -1.22 -0.14
C -0.06 -0.97 -0.87
O 1.52 1.00 -0.41
O -1.16 -0.51 1.52
H 2.74 -0.28 0.58
H -0.77 1.97 -0.71
H -0.09 1.84 1.00
C -1.21 0.14 0.31
C -0.61 1.37 0.17
*
```


(5)
C4H3NO | ωB97M-V with the def2-TZVPD basis set

Its structure (SMILES) is C#C[C@H](O)C#N. For the total energy, the calculation gives -284.0820 hartree. The calculation puts the HOMO energy at -10.94 eV. The value obtained for the relative energy (zero: lowest compared OMol25 entry of this formula, charge and spin) is 239.2 kJ/mol.

Structure (ORCA input):
```
! RIJCOSX wB97M-V def2-TZVPD def2/J DEFGRID3
* xyz 0 1
N -1.50 -0.18 2.09
C 2.23 0.05 -0.35
C -1.02 -0.33 1.05
C 1.03 -0.15 -0.30
H 3.28 0.27 -0.41
H -1.44 1.48 -0.31
C -0.43 -0.39 -0.26
O -1.52 0.60 -0.72
H -0.63 -1.34 -0.79
*
```


(6)
C22H26N5O2Re | ωB97M-V with the def2-TZVPD basis set

For the total energy, the calculation gives -1355.4115 hartree. The calculation puts the HOMO energy (alpha / beta) at -16.71 / -16.90 eV. The value obtained for the relative energy (zero: lowest compared OMol25 entry of this formula, charge and spin) is 0.0 kJ/mol.

Structure (ORCA input):
```
! RIJCOSX wB97M-V def2-TZVPD def2/J DEFGRID3
* xyz 3 2
H -3.70 -0.39 0.01
H 5.74 -2.67 2.13
C -0.94 1.77 3.67
C -1.56 -2.67 -3.96
H 0.94 -1.81 -2.48
H -2.65 4.29 5.18
C 4.53 -1.90 0.55
N -1.09 -1.60 -3.05
C 0.28 -1.21 -3.18
C -1.62 2.48 4.65
C -0.37 3.60 -0.14
C -1.70 -1.26 -1.89
H 5.19 -2.27 -0.23
N 0.73 0.62 1.71
C -1.26 3.64 2.16
C 3.38 -1.20 0.29
Re 0.98 -0.16 -1.11
H 4.07 -1.99 -2.36
N 1.39 -0.05 0.80
C 2.53 -0.74 1.29
H -0.21 4.07 -1.09
C 4.02 -1.65 2.91
H -2.87 -1.93 0.39
H -1.38 -0.52 -0.06
H -2.32 -3.26 -3.44
C -1.94 4.34 3.16
C 3.89 -0.95 -2.12
C -2.13 3.75 4.40
H -0.72 -3.32 -4.19
H -1.76 2.03 5.63
H 0.68 -1.47 -4.16
H -4.48 -1.94 -0.31
C -3.53 -1.42 -0.31
H -4.42 -2.51 -2.84
H 4.29 -1.84 3.94
H -1.42 5.24 0.73
H 2.21 -0.59 3.41
H -0.56 0.78 3.88
C -0.01 1.66 1.36
H -4.78 -0.80 -2.48
N -0.89 -0.72 -0.93
O 0.70 1.70 -0.95
H -1.97 -2.26 -4.88
N -2.98 -1.47 -1.67
O 2.91 -0.88 -1.01
H 3.44 -0.41 -2.94
H 4.79 -0.44 -1.77
H 0.44 -0.10 -3.12
H -2.32 5.33 2.97
H -3.56 -1.20 -3.69
C 0.09 2.31 0.07
C -1.04 4.24 0.89
C -0.75 2.34 2.41
C -3.99 -1.51 -2.75
C 4.84 -2.12 1.89
C 2.86 -0.96 2.62
*
```